Molecular formula: C4H37NO13S2
Method: DFT, the ωB97M-V functional and the def2-TZVPD basis

Last column: natural (NBO) charge in e.
Element x y z (Å)
S: -0.38437 -3.56187 2.14221  -0.1460
S: -2.27231 -3.30438 2.22604  0.1885
C: -2.75120 -1.79521 1.32249  -0.5753
C: -2.32346 -0.37882 1.95069  -0.0873
C: -2.66073 -0.38529 3.39210  -0.6675
N: -0.95438 -0.07253 1.46260  -0.1590
C: -0.01510 0.68478 2.24270  -0.5127
H: 0.45997 -2.91732 2.97940  0.1267
H: -3.85110 -1.98586 1.41486  0.2613
H: -2.34284 -1.67013 0.30043  0.2576
H: -2.86884 0.45234 1.41656  0.2341
H: -2.19720 -1.28703 3.82173  0.2403
H: -3.70339 -0.42849 3.64882  0.2614
H: -2.27258 0.35987 4.07809  0.2438
H: -0.60360 -0.82591 0.86008  0.4487
H: 1.00278 0.22016 2.36564  0.2678
H: -0.53576 1.20282 3.09633  0.2688
H: 0.30046 1.58572 1.66681  0.3182
H: -4.52469 2.99718 2.00978  0.5080
H: -3.51317 2.12029 1.17591  0.4653
O: -3.60553 2.92360 1.67074  -0.9514
H: 2.66479 -1.75078 -3.32557  0.5020
H: 1.32655 -2.76270 -3.53027  0.4926
O: 1.80917 -1.96561 -3.77141  -0.9980
H: 2.24181 0.02789 -2.56999  0.4766
H: 2.93105 1.19231 -3.14763  0.4731
O: 2.85266 0.76148 -2.29836  -0.9509
H: 3.23659 0.44706 -0.38541  0.5135
H: 2.62066 -0.10775 0.87784  0.4432
O: 2.96441 -0.38007 0.03375  -0.9617
H: 0.02193 -3.66482 -4.26074  0.4808
H: -1.13883 -4.23365 -3.30047  0.4919
O: -0.22028 -4.17521 -3.49632  -0.9646
H: -1.06425 1.58050 -3.05200  0.4823
H: -0.60310 1.03251 -1.70706  0.4772
O: -0.81102 1.85529 -2.13331  -0.9600
H: -0.52733 -1.42910 -2.30831  0.5002
H: 0.45764 -2.06944 -1.13699  0.5090
O: -0.35094 -1.54185 -1.37479  -1.0454
H: 2.63500 3.86008 1.79572  0.4916
H: 1.15042 3.43850 1.31506  0.4981
O: 1.87601 3.32484 1.96587  -0.9847
H: 3.90014 3.14609 -2.03984  0.4741
H: 3.37169 3.10018 -0.60623  0.4643
O: 3.99050 2.68735 -1.21427  -0.9348
H: -3.57249 0.27320 -3.08973  0.4674
H: -2.91974 -0.35402 -4.08849  0.4688
O: -2.88528 -0.37599 -3.12016  -0.9342
H: -1.43434 3.49148 -0.22487  0.4898
H: -2.06659 3.54231 1.19509  0.4924
O: -1.24950 3.65319 0.71995  -0.9939
H: 1.64884 -3.61793 -0.96774  0.4844
H: 2.46479 -2.43256 -0.53736  0.5043
O: 1.99165 -2.77556 -1.31054  -0.9456
H: 3.39492 0.95735 2.18587  0.4413
H: 4.62140 0.69260 1.38088  0.4784
O: 4.28812 0.63892 2.28385  -0.9149

Calculated values
HOMO energy (alpha / beta), eV: -12.52 / -12.51
Calculated total energy, Ha: -2003.44919
E_LUMO (alpha / beta), Eh: -0.0999 / -0.2515
Total charge: +1
Frontier orbital gap (alpha / beta), eV: 9.797 / 5.665
Spin multiplicity: 2

***

Molecular formula: C4H37NO15
Method: DFT, the ωB97M-V functional and the def2-TZVPD basis

Last column: natural (NBO) charge in e.
Element x y z (Å)
C: 1.00249 1.23871 0.54840  -0.0828
O: 0.76229 2.48727 1.22322  -0.7630
C: 1.23157 1.57547 -0.91542  -0.0574
C: 1.20424 0.34380 -1.81008  -0.4401
C: 1.10817 0.52362 -3.33507  -0.0705
O: -0.13429 -0.01674 -3.76373  -0.7323
N: 2.44584 2.32818 -1.20708  -0.8407
H: 1.95412 1.02739 1.04015  0.1582
H: 0.27957 0.45584 0.77028  0.1807
H: -0.17790 2.65215 1.35206  0.4838
H: 0.36909 2.20026 -1.18814  0.1580
H: 0.24254 -0.14474 -1.58630  0.2387
H: 2.04426 -0.28337 -1.51243  0.1908
H: 1.93452 0.10497 -3.90951  0.1810
H: 1.08345 1.60720 -3.47668  0.1904
H: -0.20290 -0.88460 -3.34997  0.4636
H: 3.24305 1.70937 -1.06296  0.3644
H: 2.60512 3.08387 -0.54795  0.3678
H: -3.77584 -2.80767 0.41038  0.4991
H: -3.74188 -1.40134 0.51764  0.4683
O: -3.73668 -2.04974 -0.20308  -0.9376
H: -2.56495 1.53504 1.33279  0.5151
H: -2.00156 2.79063 2.11289  0.4900
O: -1.80039 1.90270 1.82016  -0.9930
H: -1.12635 4.20317 -1.72774  0.4871
H: -1.24576 2.88783 -0.97559  0.4801
O: -1.77625 3.61237 -1.33310  -0.9700
H: 3.34672 -0.70866 -0.12056  0.4851
H: 4.75622 -1.05133 0.35857  0.4919
O: 4.15703 -0.31293 0.21543  -0.9686
H: 2.31642 -3.25050 0.23842  0.5074
H: 3.01121 -2.45147 1.22285  0.4513
O: 3.18484 -2.81754 0.34852  -0.9690
H: -0.22639 -0.27524 2.25977  0.5064
H: -1.63557 0.04947 2.44683  0.4780
O: -1.05243 -0.73429 2.45996  -0.9848
H: -0.25381 -2.90208 -0.47288  0.4839
H: 0.48008 -3.22248 0.88432  0.4684
O: 0.40183 -3.47354 -0.04663  -1.0154
H: -4.11577 3.22105 0.39102  0.4852
H: -3.52524 2.15772 -0.51233  0.4757
O: -4.05652 2.26694 0.28103  -0.9459
H: -0.02840 -2.02883 3.02725  0.4996
H: 1.34082 -1.26841 2.89287  0.5017
O: 0.64196 -1.75146 2.39438  -1.0076
H: 2.66662 0.60633 2.62460  0.4771
H: 3.02513 -0.63062 1.97648  0.4769
O: 2.86879 -0.29100 2.87339  -0.9363
H: -1.65630 0.69878 -2.94025  0.5050
H: -2.56451 1.50401 -2.02722  0.4611
O: -1.93105 0.77961 -1.99887  -0.9799
H: -1.51338 -3.58497 1.66088  0.4771
H: -1.91635 -2.16813 1.90623  0.4912
O: -2.29037 -3.07880 1.92827  -0.9891
H: -1.98889 -2.20601 -0.52994  0.5161
H: -1.48851 -1.71339 -1.90497  0.4900
O: -1.17977 -2.04384 -1.06058  -0.9622

Calculated values
ΔE to the lowest compared entry with this formula, charge and spin, kcal/mol: 136.2
HOMO energy, eV: -9.61
Calculated total energy, Ha: -1357.86443
E_LUMO, Eh: -0.0063
Total charge: 0
Frontier orbital gap, eV: 9.437

***

Molecular formula: C4H38N3O13
Method: DFT, the ωB97M-V functional and the def2-TZVPD basis

Last column: natural (NBO) charge in e.
Element x y z (Å)
C: -2.42964 0.18361 2.50306  -0.6553
C: -1.43496 -0.92727 2.16176  -0.4085
C: 0.06356 -0.50374 2.28428  -0.2166
N: 0.33484 0.59445 1.34158  -0.6028
C: 0.88831 0.41300 0.13934  0.7132
N: 1.38969 -0.73360 -0.27808  -0.7742
N: 1.00697 1.48055 -0.66946  -0.8170
H: -3.12119 -0.17564 3.26070  0.2242
H: -3.07492 0.45283 1.67318  0.2251
H: -1.97521 1.12500 2.80615  0.2331
H: -1.63208 -1.71172 2.88717  0.2182
H: -1.48267 -1.30563 1.14781  0.1976
H: 0.24832 -0.25860 3.32659  0.2315
H: 0.69218 -1.33555 1.97703  0.2020
H: -0.20160 1.44867 1.42622  0.4312
H: 1.25649 -1.64334 0.16478  0.4439
H: 1.60585 -0.87086 -1.24776  0.4083
H: 1.09110 1.28787 -1.66160  0.4253
H: 0.44508 2.28251 -0.38728  0.4229
H: 0.35101 -0.98952 -4.45883  0.5037
H: -0.87190 -1.80189 -4.60288  0.4909
O: -0.51335 -1.10523 -4.03965  -0.9787
H: -2.85458 -5.01295 0.03350  0.4934
H: -1.97201 -5.36209 -1.17072  0.4856
O: -1.96102 -4.92619 -0.31433  -0.9640
H: 2.70349 2.02221 5.22301  0.4864
H: 3.24109 1.41404 3.84910  0.4776
O: 2.70636 2.08936 4.26673  -0.9625
H: 3.22679 -4.54950 -0.70471  0.4918
H: 2.44242 -5.66060 -0.07567  0.4941
O: 2.38866 -4.72624 -0.26426  -0.9583
H: -1.07771 -1.58622 -1.29414  0.5015
H: -0.94360 -0.45139 -2.29522  0.5103
O: -1.02794 -0.62639 -1.34842  -1.0028
H: 0.98590 -3.70335 -0.36031  0.5037
H: -0.48978 -3.77241 -0.04501  0.5140
O: 0.20041 -3.12987 -0.29538  -1.0343
H: 2.18634 1.59715 -3.82453  0.4923
H: 0.66322 1.52668 -4.00695  0.4990
O: 1.43769 0.99875 -3.77010  -0.9752
H: 0.98583 -2.09724 -2.93254  0.4798
H: 1.38017 -3.62566 -3.21941  0.4838
O: 1.49588 -2.70750 -3.46809  -0.9663
H: -0.07423 2.97992 4.27743  0.4852
H: 0.33438 1.89098 3.27615  0.4702
O: -0.26797 2.08292 3.99519  -0.9485
H: -0.24567 4.83205 -2.76547  0.4808
H: 0.12888 3.74739 -1.77798  0.4773
O: -0.02930 3.89439 -2.71940  -0.9611
H: -1.31031 4.03991 0.52967  0.5049
H: -1.76832 2.68823 -0.10243  0.5161
O: -0.99456 3.30385 -0.00266  -1.0228
H: -2.11475 0.61666 -0.48700  0.5141
H: -3.23438 1.32375 -1.35279  0.4970
O: -2.69172 1.39713 -0.56384  -0.9829
H: 1.55060 5.12918 1.80655  0.4870
H: 1.40014 3.97955 0.72923  0.4733
O: 0.96368 4.47755 1.42069  -0.9588

Calculated values
ΔE to the lowest compared entry with this formula, charge and spin, kcal/mol: 0.0
HOMO energy, eV: -12.76
Calculated total energy, Ha: -1317.43293
E_LUMO, Eh: -0.0844
Total charge: +1
Frontier orbital gap, eV: 10.464

***

Molecular formula: C4H38NO13
Method: DFT, the ωB97M-V functional and the def2-TZVPD basis

Last column: natural (NBO) charge in e.
Element x y z (Å)
C: -0.31783 -1.42658 0.75180  -0.2273
C: -0.35244 -2.71685 1.66154  -0.2381
C: -1.61737 -3.55092 1.47701  -0.5999
C: 1.05297 -3.32872 1.72695  -0.6489
N: -0.02742 -0.11163 1.37656  -0.7091
H: 0.29757 -1.65228 -0.17115  0.2204
H: -1.39074 -1.30031 0.44817  0.2221
H: -0.65035 -2.28311 2.59327  0.2068
H: -1.41819 -4.22993 0.61780  0.2022
H: -1.73072 -4.18947 2.36693  0.2352
H: -2.44928 -2.78732 1.19493  0.2179
H: 1.51632 -3.92654 0.95796  0.2292
H: 1.17425 -4.15992 2.40950  0.2353
H: 1.74185 -2.58343 2.06107  0.2093
H: 0.03609 0.51836 0.55281  0.4634
H: -0.77048 0.22684 2.07870  0.4641
H: 0.90344 -0.12351 1.71892  0.4519
H: 2.65716 0.28904 -4.39497  0.4749
H: 2.86523 0.54593 -2.84725  0.4783
O: 3.10494 0.04773 -3.59907  -0.9671
H: -2.72503 -2.53831 -2.25912  0.4730
H: -4.11165 -2.26500 -1.72800  0.4827
O: -3.47049 -1.97551 -2.39726  -0.9525
H: -0.84953 3.92006 1.34160  0.4708
H: -0.53222 2.98488 0.17781  0.4591
O: -1.21341 3.53898 0.53172  -0.9293
H: 3.30911 -2.86634 -1.52591  0.4954
H: 1.91131 -2.80340 -0.85938  0.4695
O: 2.78952 -2.44343 -0.82052  -0.9611
H: -1.86434 -0.32904 4.48787  0.5139
H: -2.18056 0.71797 3.31488  0.4917
O: -1.73351 -0.10593 3.56853  -0.9773
H: -1.43629 2.54367 -2.28430  0.4821
H: -0.15697 3.39529 -2.28849  0.4656
O: -0.71874 2.89076 -2.86442  -0.9451
H: -4.54812 0.06664 -0.61353  0.4907
H: -4.91150 0.70648 0.80453  0.4888
O: -4.45353 -0.10158 0.39309  -0.9687
H: -2.52379 0.80063 0.07469  0.5044
H: -1.72269 0.94568 -1.35930  0.5121
O: -1.74515 1.03234 -0.41738  -1.0376
H: -2.24118 -0.18670 -3.41852  0.5106
H: -0.96501 0.76747 -3.69648  0.5120
O: -1.68137 0.55071 -3.07807  -0.9953
H: 2.37952 2.97966 1.03361  0.5018
H: 3.47130 3.48683 0.16122  0.4870
O: 2.69786 2.92720 0.12826  -0.9876
H: 2.85960 0.17058 -0.08995  0.5026
H: 3.33908 -0.86075 0.84884  0.5010
O: 2.92183 0.04727 0.86856  -1.0070
H: 2.43118 1.87502 3.74675  0.5055
H: 3.12165 1.36624 2.25468  0.5346
O: 2.56096 1.88736 2.82572  -1.0435
H: 1.30201 1.71860 -1.26798  0.4967
H: 2.82071 1.50065 -1.16061  0.5024
O: 1.99193 1.02362 -1.27631  -0.9694

Calculated values
ΔE to the lowest compared entry with this formula, charge and spin, kcal/mol: 94.5
HOMO energy, eV: -13.23
Calculated total energy, Ha: -1207.78090
E_LUMO, Eh: -0.1004
Total charge: +1
Frontier orbital gap, eV: 10.502

***

Molecular formula: C4H38NO15
Method: DFT, the ωB97M-V functional and the def2-TZVPD basis

Last column: natural (NBO) charge in e.
Element x y z (Å)
O: -2.96789 -0.37822 -1.28835  -0.5520
C: -3.26534 0.78714 -1.18020  0.4674
C: -2.27521 1.86328 -1.57446  -0.3446
N: -0.86672 1.43748 -1.58641  -0.5390
C: -0.44079 0.80926 -0.26923  -0.2378
C: 0.08284 1.84922 0.69033  -0.6496
H: -4.28323 1.12610 -0.93844  0.1674
H: -2.51594 2.21865 -2.58210  0.2601
H: -2.39272 2.76120 -0.97073  0.2406
H: -0.16533 2.17294 -1.79994  0.4857
H: -0.72103 0.69763 -2.28846  0.4726
H: 0.39882 0.18774 -0.57488  0.2394
H: -1.26448 0.20755 0.07886  0.2560
H: 0.14570 2.88903 0.37950  0.2443
H: 1.02767 1.49974 1.10210  0.2131
H: -0.47455 2.10686 1.58270  0.2069
H: 3.24190 -0.79064 2.61982  0.4989
H: 2.45731 0.47221 2.86256  0.4773
O: 2.34402 -0.48656 2.82701  -0.9567
H: 3.52307 -2.16133 -3.86782  0.4829
H: 3.47431 -0.91383 -2.96119  0.5045
O: 2.91712 -1.68050 -3.29569  -0.9780
H: 4.30062 0.83631 -1.47721  0.4925
H: 3.00143 -0.04903 -1.09503  0.5141
O: 3.39538 0.54273 -1.76014  -1.0175
H: -1.46382 -2.09225 0.62916  0.4942
H: -2.68415 -1.89243 -0.20749  0.4958
O: -2.03369 -2.55436 0.01091  -0.9548
H: 2.62569 -1.95365 0.01380  0.5346
H: 1.99828 -0.77283 0.88024  0.4925
O: 2.64032 -0.99210 0.20849  -1.0092
H: -3.00325 -0.26922 4.79611  0.5089
H: -2.67113 1.26956 4.93199  0.4818
O: -2.52788 0.48129 4.39991  -0.9812
H: -0.60858 -0.60891 2.77303  0.4883
H: 0.59732 -1.44870 2.41783  0.4991
O: -0.36625 -1.40543 2.25092  -0.9830
H: -3.18419 -2.00413 2.52729  0.4820
H: -4.26344 -2.48376 3.52874  0.4839
O: -3.81734 -1.73095 3.14963  -0.9640
H: -0.79803 -2.96144 -2.63563  0.4747
H: -0.84028 -2.66780 -1.10771  0.4977
O: -0.30133 -2.57417 -1.90584  -0.9923
H: 1.91368 3.12580 -0.89277  0.5141
H: 2.02906 1.89325 -2.04571  0.5163
O: 1.63871 2.75687 -1.78872  -1.0282
H: 1.15211 -3.27900 -1.10892  0.5177
H: 1.08696 -4.18371 0.15203  0.4889
O: 1.53292 -3.37812 -0.20323  -1.0119
H: 0.16661 -1.45099 -4.32236  0.4677
H: 1.46620 -0.86967 -3.82688  0.5012
O: 0.53031 -0.64233 -3.94392  -0.9913
H: 3.07842 4.17126 1.01311  0.4978
H: 2.99675 2.65565 0.98567  0.4774
O: 2.47248 3.43686 0.82125  -0.9478
H: -2.18911 2.06595 1.75992  0.4626
H: -3.06375 1.00391 2.48554  0.5205
O: -2.78654 1.35057 1.62106  -0.9827

Calculated values
ΔE to the lowest compared entry with this formula, charge and spin, kcal/mol: 0.0
HOMO energy, eV: -12.98
Calculated total energy, Ha: -1358.34470
E_LUMO, Eh: -0.0980
Total charge: +1
Frontier orbital gap, eV: 10.315